(1)
65
Properties=species:S:1:pos:R:3:lowdin_charge:R:1 method="wB97M-V/def2-TZVPD" multiplicity=1 molar_mass_g_mol=591.028 charge=+1 e_tot_ev=-56219.653 orbital_gap_ev=2.8
Li 3.6761 2.7699 2.6028 0.926
Li 3.2794 -3.3995 4.5294 0.865
Li 2.4287 -5.0417 -0.6615 0.905
Li -1.0161 0.1387 -1.3236 0.890
C 2.3038 -0.2631 0.5475 -1.268
O 1.8592 -1.2119 -0.1233 -0.176
O 1.9496 0.8731 0.4213 -0.084
O 2.9626 -0.5299 1.5220 -0.136
O -0.9045 11.2252 1.2181 0.104
C -0.7583 10.1197 1.7642 -0.319
O -1.7631 9.2719 2.0606 0.212
B -1.1656 7.9580 2.3567 -0.795
O 0.3358 8.2271 2.5074 0.205
C 0.6114 9.3945 2.0133 -0.434
O 1.6912 9.8582 1.7805 0.138
O -1.4815 6.9807 1.2849 0.236
C -2.0318 5.9017 1.7333 -0.411
O -2.1884 4.7983 1.2817 0.117
C -2.3336 6.1839 3.2776 -0.305
O -1.8178 7.3913 3.5778 0.196
O -2.9596 5.5061 4.1360 0.060
N -0.3154 -2.9117 6.8392 0.012
C -0.6189 -3.7419 7.8804 -0.152
C -1.8774 -3.7601 8.5640 -0.052
C -2.8092 -2.7617 8.2610 -0.099
C -2.5057 -1.8415 7.3181 -0.066
C -1.2527 -1.9353 6.6185 -0.120
H 0.1192 -4.4546 8.2176 0.085
H -1.9917 -4.3624 9.4532 0.099
H -3.7445 -2.7531 8.8009 0.112
H -3.2897 -1.1229 7.1303 0.108
H -1.1691 -1.4249 5.6704 0.093
N -4.7053 -2.1182 -1.1993 0.030
C -4.7096 -3.2615 -0.4269 -0.134
C -5.7618 -4.2303 -0.3762 -0.057
C -6.9754 -3.9153 -1.0097 -0.081
C -6.9474 -2.8711 -1.8931 -0.066
C -5.8108 -2.0142 -1.9243 -0.164
H -3.7467 -3.3281 0.0577 0.083
H -5.5952 -5.1122 0.2245 0.093
H -7.9033 -4.4067 -0.7571 0.111
H -7.8347 -2.4874 -2.3746 0.105
H -5.8463 -1.2112 -2.6457 0.099
N 6.5745 -5.5581 -2.5055 0.020
C 7.3496 -4.4827 -2.6470 -0.166
C 8.5720 -4.4871 -3.2868 -0.068
C 9.1958 -5.6841 -3.6995 -0.024
C 8.3835 -6.8258 -3.4564 -0.064
C 7.1587 -6.7000 -2.8357 -0.187
H 6.7997 -3.6583 -2.2176 0.101
H 9.1605 -3.5840 -3.3544 0.101
H 10.1611 -5.7565 -4.1786 0.108
H 8.6898 -7.8346 -3.6907 0.100
H 6.4573 -7.5075 -2.6856 0.096
N -0.9480 2.1832 -5.3489 0.033
C -0.0097 3.2532 -5.3930 -0.109
C 0.3347 3.9078 -6.5882 -0.060
C -0.2885 3.4504 -7.7600 -0.089
C -1.2104 2.4514 -7.7842 -0.097
C -1.4716 1.8170 -6.5939 -0.156
H 0.4127 3.4696 -4.4229 0.090
H 1.1624 4.5973 -6.6657 0.101
H 0.1096 3.8253 -8.6914 0.106
H -1.7833 1.9811 -8.5696 0.107
H -2.1962 1.0169 -6.5601 0.090

***

(2)
57
Properties=species:S:1:pos:R:3:lowdin_charge:R:1 method="wB97M-V/def2-TZVPD" multiplicity=1 molar_mass_g_mol=751.741 charge=-2 e_tot_ev=-168221.972 orbital_gap_ev=5.4
Rh -0.7521 0.1673 -0.9223 0.871
N -2.1663 -1.1873 -0.4170 -0.080
C -1.8433 -2.0799 0.6313 -0.229
C -2.7294 -2.2052 1.6923 -0.012
C -2.4966 -3.1450 2.6792 -0.097
C -1.3841 -3.9705 2.5835 -0.110
C -0.4844 -3.8021 1.5429 -0.045
C -0.6614 -2.8229 0.5608 -0.106
C 0.3637 -2.5405 -0.4961 -0.166
C 1.4875 -3.3774 -0.5754 -0.067
C 2.4982 -3.1825 -1.4951 -0.122
C 2.3970 -2.1309 -2.3973 -0.103
C 1.3137 -1.2742 -2.3263 -0.093
C 0.2993 -1.4212 -1.3659 -0.218
H -3.1064 -0.7528 -0.3363 -0.082
H -2.1498 -1.6419 -1.3301 0.067
H -3.6019 -1.5631 1.7120 0.106
H -3.1862 -3.2394 3.5090 0.092
H -1.2035 -4.7380 3.3266 0.087
H 0.3853 -4.4419 1.5182 0.086
H 1.5894 -4.2055 0.1118 0.083
H 3.3585 -3.8420 -1.4990 0.086
H 3.1675 -1.9645 -3.1421 0.095
H 1.2427 -0.4491 -3.0224 0.071
C -4.4502 2.7364 -0.3758 -0.167
C -3.9263 1.5039 -1.1015 -0.821
S -4.8439 0.0599 -0.8207 0.458
C -2.8018 1.6807 -1.8645 -0.755
C -2.1529 3.0589 -1.9632 -0.180
S -1.9931 0.4339 -2.8130 0.608
H -5.2859 2.4590 0.2607 0.032
H -4.7876 3.4998 -1.0843 0.064
H -3.6680 3.1870 0.2410 0.076
H -2.8886 3.8657 -2.0064 0.055
H -1.5404 3.1087 -2.8622 0.042
H -1.4929 3.2692 -1.1153 0.057
Cl 1.0170 4.7540 -2.1018 0.575
C 2.1126 3.3484 -1.9559 -1.470
Cl 3.4580 3.5620 -3.0981 0.550
Cl 2.7743 3.2984 -0.3166 0.617
C 1.2618 2.0551 -2.3039 -0.801
O 1.3658 1.6089 -3.4276 -0.013
O 0.5552 1.7153 -1.3104 -0.194
Br 6.2304 0.3294 2.0002 0.648
C 4.3319 0.5531 2.0369 -0.699
C 3.7654 1.3303 3.0339 -0.146
C 2.3860 1.4681 3.0648 -0.034
C 1.5761 0.8593 2.1099 -0.124
C 2.1808 0.0979 1.1212 -0.025
C 3.5595 -0.0711 1.0777 -0.126
C 0.0570 1.0314 2.2265 -0.612
O -0.3523 1.4907 3.2965 -0.009
O -0.6670 0.7014 1.2356 -0.095
H 4.3920 1.8125 3.7727 0.087
H 1.9006 2.0528 3.8351 0.110
H 1.5778 -0.3787 0.3667 0.080
H 4.0115 -0.6717 0.2998 0.097

***

(3)
55
Properties=species:S:1:pos:R:3:lowdin_spin:R:1 method="wB97M-V/def2-TZVPD" multiplicity=2 molar_mass_g_mol=796.161 charge=+1 e_tot_ev=-151523.736 orbital_gap_ev="6.9 / 7.3"
Cr 0.1263 -0.1201 -0.9013 0.952
I -0.9009 -7.2557 1.1701 0.000
C -0.7123 -5.3990 0.2642 0.002
C -0.2242 -5.3084 -1.0331 -0.001
C -0.0915 -4.0676 -1.6424 0.001
I 0.6273 -3.9540 -3.5867 0.000
C -0.4470 -2.9140 -0.9525 0.003
O -0.3472 -1.7019 -1.5409 0.034
C -0.9470 -3.0069 0.3470 0.002
C -1.4015 -1.7565 1.0425 0.001
N -0.3170 -0.7363 1.0616 -0.005
C -0.7210 0.4615 1.8304 0.001
C 0.0677 1.6639 1.3972 0.003
C 0.2949 2.7576 2.2112 -0.001
C 0.9448 3.8606 1.6791 0.004
C 1.3498 3.8425 0.3544 -0.001
C 1.1036 2.7096 -0.3966 0.004
N 0.4807 1.6452 0.1226 -0.002
C -1.0756 -4.2500 0.9524 0.000
H 0.0522 -6.2025 -1.5742 0.000
H -1.7124 -1.9859 2.0646 0.000
H -2.2455 -1.2995 0.5202 0.000
H 0.4907 -1.1544 1.5161 0.000
H -0.6339 0.2939 2.9056 0.000
H -1.7753 0.6487 1.6112 0.000
H -0.0380 2.7475 3.2399 0.000
H 1.1296 4.7302 2.2955 0.000
H 1.8508 4.6872 -0.0953 0.000
H 1.3996 2.6276 -1.4333 0.000
H -1.4680 -4.3150 1.9591 0.000
C 3.0115 -0.3738 0.6300 -0.001
C 2.4575 -1.1617 -0.3891 0.002
C 2.6420 -0.7953 -1.7212 -0.001
C 3.3761 0.3514 -2.0296 0.000
C 3.9326 1.1102 -1.0170 -0.002
C 3.7480 0.7513 0.3197 0.000
H 2.8987 -0.6708 1.6669 0.000
H 1.9849 -2.1081 -0.1469 0.000
H 2.2335 -1.4124 -2.5107 0.000
H 3.5210 0.6311 -3.0642 0.000
H 4.5218 1.9848 -1.2622 0.000
H 4.1929 1.3435 1.1084 0.000
Br -5.8038 3.0562 -4.0440 0.000
C -3.9626 2.7282 -4.2232 0.000
C -3.2837 3.1937 -5.3462 0.003
N -1.9842 3.0019 -5.5477 0.000
C -1.3120 2.3272 -4.6220 0.003
C -1.9072 1.8315 -3.4686 0.000
C -3.2677 2.0326 -3.2565 0.002
C -1.1074 1.1003 -2.4783 0.009
O -1.6085 0.6960 -1.3778 -0.010
O 0.1277 0.8424 -2.6556 -0.002
H -3.8205 3.7435 -6.1104 0.000
H -0.2553 2.1673 -4.7976 0.000
H -3.7533 1.6529 -2.3686 0.000